{"formula": "C27H49CaF2NO2Si2", "method": "ωB97M-V/def2-TZVPD", "symbols": ["H", "H", "H", "H", "C", "H", "H", "H", "H", "C", "H", "H", "H", "C", "H", "C", "O", "C", "H", "H", "H", "H", "H", "H", "H", "C", "C", "C", "C", "Si", "H", "H", "O", "H", "H", "H", "C", "H", "C", "F", "H", "H", "C", "H", "C", "H", "C", "H", "Ca", "C", "H", "C", "H", "C", "H", "C", "H", "H", "H", "H", "C", "H", "H", "H", "H", "H", "H", "C", "C", "F", "H", "C", "H", "H", "H", "N", "C", "C", "H", "C", "C", "Si", "H", "C"], "positions_angstrom": [[-1.988, 1.364, -4.661], [-1.434, 1.115, 2.560], [1.567, 2.482, -2.939], [1.521, -0.687, -5.635], [-1.072, 1.004, -5.156], [-3.046, -4.047, 1.093], [4.756, 4.814, -2.650], [-0.063, 0.086, 4.847], [2.421, 0.645, 0.860], [1.567, -0.531, -4.546], [1.842, -1.479, -4.059], [0.562, 3.381, 4.348], [1.979, 3.652, 3.300], [-0.528, 1.619, 2.157], [2.202, 3.745, 0.396], [-1.735, 4.726, -0.089], [0.318, 3.602, -0.247], [2.855, 5.207, -4.419], [2.225, 3.165, -4.553], [1.133, -5.921, 1.252], [-5.300, -0.494, 0.265], [-1.709, -1.773, -3.972], [0.870, 6.455, -0.181], [-2.626, 5.192, -0.549], [0.916, 4.282, -4.039], [1.699, 5.756, -0.131], [1.485, 2.925, 3.950], [0.579, -2.123, 0.505], [0.978, -4.853, 1.041], [-0.008, 0.227, -3.840], [2.761, -1.988, 0.400], [3.095, 0.076, 2.393], [2.226, 3.598, -2.583], [1.043, 4.494, 1.477], [-0.480, 1.877, -5.468], [1.705, -0.028, 4.975], [-0.552, -2.927, 0.661], [-1.041, 3.724, -1.895], [0.673, 1.713, -2.924], [-1.312, -5.196, 1.103], [-0.051, 2.175, -2.205], [-1.306, 0.347, -6.008], [-0.638, 4.352, -1.063], [2.217, 5.676, -1.108], [-3.152, -0.373, 0.163], [2.745, 6.076, -3.798], [-0.274, -4.301, 0.931], [2.337, 0.228, -4.329], [0.128, 0.497, 0.323], [-3.117, -3.014, 0.801], [3.449, 2.263, -1.448], [-4.365, -2.393, 0.696], [2.439, 6.138, 0.572], [-4.367, -1.039, 0.363], [-5.287, -2.951, 0.877], [3.618, 3.015, -2.241], [3.260, 1.776, 1.926], [5.545, 3.583, -1.591], [-1.309, 5.446, 0.635], [-0.102, 5.211, -1.481], [4.591, 4.090, -1.842], [-0.794, 2.644, 1.840], [1.500, 1.170, -2.202], [3.913, 2.548, -3.184], [2.144, 2.672, 4.784], [-1.743, -0.988, -2.380], [3.906, 4.980, -4.548], [0.865, -0.049, 4.271], [1.993, 4.061, -3.995], [3.309, -4.481, 0.921], [2.454, 5.495, -5.400], [2.025, -3.983, 0.841], [4.280, 4.610, -0.937], [0.831, -1.029, 3.786], [-0.449, -2.121, -2.790], [-1.949, -0.974, 0.278], [2.564, 0.923, 1.928], [-1.061, -1.287, -3.195], [-2.040, 3.832, 0.444], [1.327, 4.407, 0.405], [-1.914, -2.313, 0.572], [1.084, 1.344, 3.051], [-3.144, 0.705, -0.089], [1.866, -2.613, 0.551]], "forces_ev_per_angstrom": [[0.113, -0.065, -0.396], [0.690, 0.229, 0.076], [-2.101, -1.088, -0.803], [0.047, -0.014, 0.313], [0.061, 0.197, -0.025], [-0.101, -0.048, -0.084], [0.040, -0.263, 0.387], [0.275, 0.010, -0.211], [0.233, 0.049, 0.491], [0.158, 0.185, -0.082], [-0.034, 0.306, -0.156], [0.369, -0.277, -0.170], [0.043, 0.000, 0.150], [-0.432, 0.122, 0.738], [0.094, 0.223, 0.029], [-0.260, 1.062, -0.166], [-0.019, 0.657, -1.394], [-0.581, 0.258, -0.937], [-0.245, -0.062, -0.773], [-0.149, 0.671, -0.127], [0.115, 0.003, -0.020], [0.650, 0.834, 0.296], [0.007, 0.120, 0.015], [0.444, -0.185, 0.072], [0.465, -0.127, 0.093], [0.671, -0.044, -0.664], [0.304, 0.121, 0.437], [-0.215, 2.430, -0.500], [0.325, -0.296, 0.006], [0.028, -1.003, -1.202], [-0.414, -0.407, 0.135], [-0.099, 0.171, -0.292], [2.635, 1.682, 0.228], [-0.048, 0.066, -0.533], [-0.383, -0.106, -0.298], [-0.044, -0.228, 0.021], [0.574, -1.477, 0.409], [0.585, 0.321, 0.712], [0.791, -2.606, 3.445], [0.403, 0.270, -0.048], [0.590, -0.279, -0.506], [-0.038, 0.329, 0.311], [0.220, -0.554, 0.791], [-0.553, 0.139, 0.386], [0.116, -0.558, 0.237], [-0.027, 0.356, 0.506], [-1.653, 0.648, -0.147], [0.079, -0.439, -0.261], [-0.200, -1.359, -1.684], [-0.037, 0.140, 0.007], [-0.101, 0.430, -0.468], [1.053, 0.294, -0.069], [-0.020, 0.226, 0.062], [0.028, 0.228, -0.130], [0.349, 0.247, -0.069], [-1.937, 1.068, -1.314], [-0.177, -0.205, -0.073], [-0.313, 0.352, -0.237], [-0.364, -0.335, -0.125], [-0.437, -0.186, -0.195], [0.552, -0.270, 0.261], [0.341, -0.331, 0.352], [-1.874, 0.305, -0.619], [0.250, -0.333, 0.265], [0.163, 0.367, 0.097], [0.124, -0.174, -0.233], [0.066, -0.207, 0.028], [0.097, -0.064, 0.290], [1.117, -0.539, 1.771], [-0.801, 0.108, -0.003], [0.285, 0.073, -0.012], [1.420, 0.914, -0.309], [-0.117, 0.045, -0.072], [0.026, 0.038, 0.036], [-0.112, 0.629, -0.080], [-0.869, -0.434, -0.118], [0.545, -0.091, -0.249], [-0.002, 0.058, 0.592], [-0.100, -0.068, 0.117], [-0.396, -1.345, 0.925], [-0.227, 0.695, 0.039], [-2.392, 0.790, 0.024], [0.014, -0.669, 0.223], [0.321, -1.733, 0.483]], "lowdin_charge": [0.032, -0.021, -0.035, 0.031, -0.209, 0.097, 0.067, 0.039, -0.018, -0.188, 0.030, 0.041, 0.006, -0.458, 0.105, -0.066, -0.239, -0.076, 0.110, 0.137, 0.097, 0.042, 0.076, 0.084, 0.135, -0.085, -0.198, -0.162, 0.034, 0.453, 0.088, 0.041, -0.280, 0.111, 0.019, 0.027, -0.165, 0.110, -0.207, 0.013, -0.004, 0.035, -0.249, 0.067, -0.148, 0.076, -0.196, 0.009, 1.172, -0.001, 0.118, -0.052, 0.089, -0.075, 0.112, -0.155, 0.029, 0.096, 0.085, 0.098, -0.071, -0.052, 0.067, 0.122, 0.023, -0.010, 0.071, -0.187, -0.201, 0.016, 0.091, -0.258, 0.067, 0.026, 0.024, -0.010, -0.201, -0.176, 0.062, -0.257, -0.191, 0.320, 0.111, -0.107], "e_lumo_ev": 0.31, "total_charge": 0, "de_lowest_kj_mol": 282.1, "homo_lumo_gap_ha": 0.2553, "homo_ev": -6.6, "spin_multiplicity": 1}